No. 1
C44H52BDyN10S3 as an isolated structure. Source: the Open Molecules 2025 dataset; level of theory: the ωB97M-V functional and the def2-TZVPD basis.

```
111
Properties=species:S:1:pos:R:3:forces:R:3:mulliken_spin:R:1
Dy -0.207761 -0.224912 -2.615270 -0.8074 0.1915 -0.1922 5.28
C 2.859666 -2.558878 1.029954 0.0484 -0.0795 0.0648 0.00
C 1.520675 -2.117953 0.559360 -0.1522 0.5810 -0.2445 0.01
C 0.344802 -2.744056 0.943307 -0.0495 0.1004 0.1409 -0.02
C -0.765430 -2.679267 0.079497 0.3353 0.0992 0.2808 0.00
N -0.864703 -1.710542 -0.825745 -0.2356 0.3008 -0.1794 -0.01
N -0.004529 -0.628327 -0.439103 0.2250 -1.1085 0.9773 -0.02
B -0.617641 0.486315 0.114747 -0.0319 0.6087 0.7205 -0.05
N 0.230232 1.446670 0.892732 0.3659 1.0111 -0.2883 0.00
N 0.619732 1.144066 2.119682 -0.0930 -0.6727 0.4994 0.00
C 1.379776 1.982055 2.775575 -0.0695 0.2077 -0.2853 0.00
C 1.654823 3.260142 2.226107 -0.2577 -0.1124 -0.5215 0.00
C 1.290623 3.564066 0.938091 -0.0597 -0.2485 0.4351 0.00
C 1.554575 4.890649 0.324023 0.0343 0.0646 -0.1702 0.00
C 0.644155 2.530078 0.202356 -0.0643 -0.2716 0.2174 0.00
S 0.357254 2.507641 -1.477214 -0.3789 -0.0898 -0.1399 -0.01
C 1.903327 1.507951 4.114971 0.0178 -0.2518 0.2397 0.00
C 2.644396 0.181495 3.884709 -0.0807 0.1685 0.0016 0.00
C 0.709609 1.266006 5.047162 0.1606 0.0420 -0.1069 0.00
C 2.872882 2.508836 4.743294 -0.1832 -0.1022 -0.1221 0.00
N -2.130255 0.578070 0.158636 -1.0960 0.1242 -0.7078 0.00
N -2.519182 0.473794 1.436371 0.5263 -0.1681 0.5949 0.00
C -3.777099 0.358341 1.752584 0.0178 -0.0443 -0.1949 0.00
C -4.780198 0.369532 0.751230 0.4780 0.0998 -0.4595 0.00
C -4.421814 0.516794 -0.557612 0.0806 -0.1311 0.5428 0.01
C -5.419788 0.574983 -1.653640 -0.1369 0.0545 -0.1524 0.00
C -3.025570 0.616570 -0.867989 0.3678 0.2170 0.3942 -0.01
S -2.597525 0.867989 -2.493474 -0.2120 0.0321 -0.2868 -0.06
C -4.141516 0.241369 3.211044 0.0604 0.0580 0.3232 0.00
C -5.005207 -1.005666 3.443198 0.1628 0.1157 -0.0789 0.00
C -2.875852 0.158131 4.061886 -0.2125 0.0413 -0.1224 0.00
C -4.937148 1.500617 3.586122 0.1386 -0.1127 -0.0498 0.00
C 1.392030 -1.034494 -0.343967 0.2020 -0.3428 -0.3688 -0.01
S 2.242307 -1.194581 -1.870163 0.3256 0.6965 0.5066 -0.01
C -1.875259 -3.698076 0.194139 -0.1470 -0.1128 -0.3095 0.00
C -2.458686 -3.514568 1.606152 0.1055 -0.0146 -0.1826 0.00
C -1.337718 -5.123905 0.045976 -0.0327 0.1338 0.0116 0.00
C -2.960630 -3.420552 -0.848393 0.1198 -0.0149 0.1843 0.00
H 2.774892 -3.435039 1.663159 0.0510 -0.1525 0.0093 0.00
H 3.325730 -1.758406 1.602976 0.0744 0.0480 -0.0219 0.00
H 3.505503 -2.785167 0.183030 0.1140 -0.0337 0.0121 0.00
H 0.372074 -3.478696 1.725003 -0.0186 -0.2226 0.1359 0.00
H 2.157848 4.008404 2.814513 0.1184 0.0743 0.1222 0.00
H 1.885160 5.604332 1.074245 0.0283 0.0105 0.0025 0.00
H 0.654937 5.269088 -0.158730 -0.0344 0.0461 -0.0424 0.00
H 2.318839 4.811517 -0.448581 0.0692 0.0293 -0.0987 0.00
H 1.975074 -0.549438 3.440788 -0.0456 -0.1343 -0.0700 0.00
H 3.008525 -0.206501 4.832288 0.0325 -0.0339 0.1134 0.00
H 3.499053 0.332779 3.226803 0.1084 -0.0336 -0.1102 0.00
H 0.067002 0.491851 4.639743 -0.1227 -0.0781 -0.0387 0.00
H 0.129773 2.176296 5.175825 -0.1224 0.1209 0.0590 0.00
H 1.063405 0.945529 6.022127 0.0514 -0.0413 0.1504 0.00
H 3.711578 2.710468 4.080966 0.1423 0.0879 -0.0805 0.00
H 3.277081 2.092296 5.661580 0.0078 -0.0620 0.0870 0.00
H 2.383401 3.444219 4.999728 -0.0449 0.1774 0.0314 0.00
H -5.819324 0.281432 1.022511 -0.1326 -0.0303 0.0400 0.00
H -6.422978 0.384498 -1.287285 -0.0657 -0.0105 0.0820 0.00
H -5.177828 -0.138709 -2.437944 -0.0243 -0.0833 -0.0396 0.00
H -5.395239 1.560170 -2.115502 -0.0531 0.0999 -0.0931 0.00
H -4.466111 -1.910462 3.175979 0.0513 -0.1362 -0.0346 0.00
H -5.932407 -0.976486 2.878391 -0.1557 -0.0069 -0.0544 0.00
H -5.259550 -1.070067 4.496890 -0.0624 0.0070 0.1245 0.00
H -2.302702 -0.728529 3.804248 0.1619 -0.0937 0.0087 0.00
H -3.142332 0.109243 5.113438 -0.0526 -0.0074 0.1215 0.00
H -2.253650 1.032093 3.894327 0.1464 0.0611 0.0681 0.00
H -5.872565 1.560322 3.036405 -0.1539 0.0458 -0.0428 0.00
H -4.353529 2.393105 3.374652 0.0408 0.1613 0.0082 0.00
H -5.166504 1.486127 4.647665 -0.0615 -0.0095 0.1107 0.00
H -1.739501 -3.820763 2.358429 0.0489 0.0100 0.1790 0.00
H -3.348039 -4.127942 1.721264 -0.1207 -0.0914 -0.0280 0.00
H -2.724081 -2.474293 1.779468 -0.0583 0.1503 0.0599 0.00
H -0.493614 -5.294112 0.705771 0.1036 -0.0632 0.0887 0.00
H -1.017044 -5.320611 -0.973195 0.0595 -0.0260 -0.1520 0.00
H -2.109691 -5.840031 0.307246 -0.1645 -0.1218 -0.0145 0.00
H -3.287201 -2.381041 -0.793711 -0.0709 -0.0008 -0.0631 0.00
H -3.818719 -4.061715 -0.672205 -0.0963 -0.1375 0.0117 0.00
H -2.583998 -3.623913 -1.848951 -0.0086 0.0011 -0.0864 0.00
C 5.951368 1.000419 0.870026 0.0316 -0.0728 0.0891 0.00
C 6.018896 -0.116985 0.052835 0.0347 -0.0031 -0.0348 0.00
C 5.065798 -0.316469 -0.930096 -0.1423 0.0659 -0.1295 0.00
C 4.037527 0.603651 -1.092346 0.1366 0.1083 0.4074 0.00
C 3.974757 1.728991 -0.282976 -0.0123 -0.2303 -0.1209 0.00
C 4.931943 1.922508 0.699258 0.0018 0.0368 -0.0111 0.00
N 3.026818 0.407319 -2.094233 -0.1017 -0.8473 0.3012 0.00
C 3.205587 0.990952 -3.325637 -0.2844 -0.0457 -0.5766 0.00
C 4.360936 1.779085 -3.510808 0.1702 0.0454 0.0176 0.00
C 4.647147 2.418888 -4.688046 -0.2651 -0.1726 0.0914 0.00
C 3.785304 2.301845 -5.785377 -0.1764 -0.0998 -0.0457 0.00
C 2.665238 1.533929 -5.667699 0.0202 0.0372 0.0160 0.00
C 2.316091 0.877570 -4.455173 1.0035 0.5185 0.0641 0.00
N 1.159344 0.145098 -4.403261 -0.7462 -0.3276 -2.5017 -0.04
N 0.545631 -0.021405 -5.540910 1.9876 0.9394 1.1330 0.00
C -0.585884 -0.780277 -5.584049 -1.4771 -1.1318 0.0937 -0.01
C -1.194907 -0.965787 -6.836419 0.4313 0.2560 0.5122 0.00
C -2.318187 -1.761665 -6.929972 -0.0346 -0.1286 0.3472 0.00
C -2.815048 -2.362966 -5.780068 0.1436 0.1713 -0.0612 0.00
C -2.174523 -2.125083 -4.576970 -0.1049 -0.2084 0.2718 0.00
N -1.085004 -1.363395 -4.458363 0.0994 0.1170 -1.1254 -0.03
H 6.701364 1.139802 1.633553 0.0394 0.0940 0.0703 0.00
H 6.828825 -0.821265 0.171431 0.0269 -0.0734 -0.0021 0.00
H 5.121242 -1.169113 -1.590457 0.0356 -0.1422 -0.0256 0.00
H 3.198090 2.452193 -0.463273 -0.1298 0.1122 -0.0012 0.00
H 4.887985 2.803213 1.321072 0.0036 0.1179 0.0902 0.00
H 5.065007 1.854800 -2.699032 0.0059 0.0418 0.0157 0.00
H 5.552877 2.998910 -4.769113 0.0972 0.0646 0.0149 0.00
H 4.011819 2.807769 -6.707562 -0.0034 0.0371 -0.1715 0.00
H 1.990758 1.404367 -6.499933 0.0612 0.1120 -0.0105 0.00
H -0.774553 -0.480985 -7.701783 0.1179 0.0668 -0.0467 0.00
H -2.799247 -1.920468 -7.880603 -0.0512 0.0005 -0.1467 0.00
H -3.688729 -2.990853 -5.815760 -0.0860 -0.1044 0.0529 0.00
H -2.534895 -2.562827 -3.651941 -0.0456 0.0550 -0.1044 0.00
```
Forces are in eV/Å.

Results
expectation value of S²: 9.113
total energy: -118626.4732 eV
spin multiplicity: 6
charge: +2
gap between HOMO and LUMO (alpha / beta): 5.754 / 5.817 eV
lowest unoccupied orbital energy (alpha / beta): -0.2583 / -0.2562 Ha

No. 2
C44H52Br2MnN6O2S2Se as an isolated structure. Source: the Open Molecules 2025 dataset; level of theory: the ωB97M-V functional and the def2-TZVPD basis.

```
110
Properties=species:S:1:pos:R:3:forces:R:3:mulliken_spin:R:1
Mn -1.541082 0.974630 0.230824 0.2338 -0.1364 -0.0910 4.44
C 3.738385 -4.081576 1.525818 0.0057 0.0000 -0.0010 0.00
C 2.793820 -4.057018 2.736591 0.0162 -0.0145 -0.0007 0.00
C 3.642024 -3.952334 4.003769 0.0106 0.0057 0.0270 0.00
C 2.009003 -5.375363 2.791028 -0.0016 0.0005 -0.0049 0.00
C 1.822556 -2.887142 2.596212 -0.0420 0.0377 -0.0218 0.01
C 0.977141 -2.816547 1.500617 0.0417 -0.0108 0.0023 0.00
C 0.109127 -1.752722 1.322462 0.0265 -0.0040 0.0350 -0.06
Se -0.911044 -1.765699 -0.308236 -0.2216 0.1834 0.0803 0.05
C 0.468579 -1.250163 -1.525055 0.0430 -0.0874 -0.0578 -0.08
C 1.139042 -2.220164 -2.252480 -0.0030 -0.0116 0.0077 -0.02
C 2.160215 -1.876220 -3.125355 0.0055 -0.0031 0.0002 0.01
C 2.462349 -0.517030 -3.236395 -0.0201 0.0124 -0.0043 0.00
C 1.813168 0.485352 -2.526966 -0.0141 -0.0054 0.0139 -0.01
C 0.783172 0.122393 -1.616562 -0.0709 -0.0401 -0.0365 0.06
O 0.149998 1.007891 -0.906362 -0.0572 0.2200 0.1320 0.20
C 2.179994 1.962259 -2.690190 0.0274 0.0085 -0.0019 0.01
C 2.677613 2.526983 -1.350228 0.0204 0.0094 0.0095 0.00
C 3.290064 2.174862 -3.722559 0.0028 -0.0211 -0.0132 0.00
C 0.952287 2.759264 -3.162121 -0.0057 0.0021 -0.0154 0.00
C 2.902727 -2.967875 -3.895466 0.0056 -0.0047 -0.0053 0.00
C 1.911120 -3.760636 -4.759172 0.0016 -0.0047 -0.0032 0.00
C 3.980942 -2.394909 -4.815236 0.0203 0.0147 -0.0152 0.00
C 3.579521 -3.924644 -2.902824 0.0053 -0.0049 -0.0050 0.00
C 0.014778 -0.691526 2.246217 0.0121 0.1210 -0.1543 0.02
O -0.812351 0.329134 2.044359 -0.0008 -0.2796 0.1501 0.21
C 0.861296 -0.768208 3.385073 -0.0183 0.0233 -0.0322 0.00
C 1.731064 -1.846409 3.515602 -0.0403 -0.0223 -0.0004 0.00
C 0.804290 0.313788 4.465316 -0.0364 0.0423 0.0292 0.01
C 1.873709 0.138418 5.549118 0.0360 0.0093 -0.0101 0.00
C -0.554381 0.220060 5.183424 0.0336 0.0082 0.0185 0.00
C 1.046967 1.702010 3.845607 0.0457 0.0378 -0.0346 0.02
H 4.440678 -4.915973 1.605523 -0.0098 0.0079 0.0020 0.00
H 4.310010 -3.153243 1.464540 -0.0033 -0.0070 0.0037 0.00
H 3.187237 -4.193015 0.590661 0.0032 0.0025 0.0027 0.00
H 4.324796 -4.802958 4.056680 -0.0057 0.0057 0.0005 0.00
H 3.024566 -3.963680 4.904917 0.0043 -0.0031 -0.0124 0.00
H 4.243845 -3.040980 4.011487 -0.0033 -0.0110 -0.0058 0.00
H 2.690932 -6.222192 2.905716 -0.0028 0.0121 -0.0073 0.00
H 1.430360 -5.531297 1.879211 -0.0010 0.0025 0.0048 0.00
H 1.313825 -5.375794 3.633042 0.0102 -0.0006 0.0015 0.00
H 0.998260 -3.591595 0.742798 -0.0033 0.0004 0.0022 -0.01
H 0.855831 -3.258413 -2.117562 -0.0091 0.0066 -0.0016 0.00
H 3.248351 -0.225631 -3.916853 0.0071 0.0068 0.0012 0.00
H 3.575497 1.996100 -1.024584 -0.0044 0.0039 -0.0057 0.00
H 1.915442 2.421594 -0.580532 0.0123 0.0051 -0.0105 0.00
H 2.931942 3.585584 -1.462316 -0.0109 -0.0083 0.0042 0.00
H 4.213976 1.666513 -3.438152 -0.0060 0.0004 0.0026 0.00
H 3.509376 3.242366 -3.796461 -0.0057 -0.0079 0.0024 0.00
H 2.996211 1.825758 -4.715410 -0.0017 -0.0003 0.0081 0.00
H 0.153881 2.712879 -2.423031 0.0059 -0.0025 -0.0121 0.01
H 0.578516 2.355824 -4.107356 0.0100 0.0091 0.0000 0.00
H 1.228598 3.805096 -3.327005 -0.0111 -0.0041 0.0163 0.00
H 1.401672 -3.100043 -5.463832 0.0094 -0.0029 0.0006 0.00
H 1.150934 -4.248014 -4.146644 -0.0012 0.0073 -0.0020 0.00
H 2.432026 -4.535990 -5.327802 -0.0037 0.0067 0.0128 0.00
H 3.556426 -1.721584 -5.563294 0.0011 -0.0104 0.0083 0.00
H 4.480273 -3.209852 -5.343971 -0.0043 0.0060 0.0045 0.00
H 4.740779 -1.847341 -4.253595 -0.0102 -0.0073 -0.0012 0.00
H 2.847680 -4.397856 -2.245689 0.0035 0.0013 -0.0041 0.00
H 4.292412 -3.386576 -2.274642 -0.0044 -0.0011 -0.0059 0.00
H 4.115439 -4.715411 -3.435412 -0.0080 0.0086 0.0057 0.00
H 2.370944 -1.877408 4.383651 0.0065 0.0124 0.0073 0.00
H 1.746267 -0.788924 6.110909 -0.0040 0.0033 -0.0218 0.00
H 1.794625 0.965916 6.258809 -0.0008 -0.0159 -0.0042 0.00
H 2.881393 0.155530 5.130021 0.0051 0.0005 -0.0030 0.00
H -0.588935 -0.699781 5.771150 0.0042 0.0120 0.0085 0.00
H -1.389922 0.181342 4.491616 -0.0699 0.0459 -0.1018 0.00
H -0.691014 1.061015 5.872367 0.0046 -0.0083 -0.0298 0.00
H 2.088323 1.777340 3.523905 0.0023 0.0030 0.0099 0.00
H 0.870368 2.484955 4.589557 0.0007 0.0079 0.0120 0.00
H 0.426011 1.887553 2.971042 0.0875 -0.0280 0.1305 0.00
Br -3.107965 7.700188 1.068052 0.0011 0.0065 0.0046 0.00
C -2.472580 5.962150 0.713646 -0.0487 -0.0018 -0.0460 0.00
C -1.346611 5.489787 1.353221 0.0732 0.0190 0.0585 -0.01
C -0.956971 4.187734 1.078358 0.0225 -0.0530 0.0073 0.01
N -1.599404 3.402299 0.225163 0.1065 -0.0767 0.0419 -0.03
C -2.653334 3.890031 -0.432575 -0.0445 0.0573 -0.0380 -0.04
C -3.139801 5.166814 -0.204330 -0.0148 0.0849 0.0379 0.00
C -3.232444 2.992407 -1.472501 0.0089 0.1125 -0.0198 0.06
C -4.252273 3.384853 -2.325249 -0.0735 0.0137 -0.1028 0.00
C -4.648322 2.497439 -3.311239 -0.0055 0.1123 0.0457 0.00
Br -6.080900 2.955948 -4.444613 -0.0110 -0.0133 -0.0149 0.00
C -4.006385 1.284966 -3.464305 0.0529 -0.0956 -0.0874 0.00
C -3.010485 0.976112 -2.554057 -0.0559 0.0349 0.0180 0.05
N -2.661623 1.796099 -1.569964 -0.0239 -0.2559 -0.0586 0.03
H -0.793188 6.097238 2.054233 -0.0112 -0.0003 -0.0048 0.00
H -0.096272 3.753548 1.571607 0.0018 0.0068 0.0118 0.00
H -4.007434 5.552009 -0.717599 0.0074 -0.0213 -0.0117 0.00
H -4.738294 4.344555 -2.240736 0.0227 0.0076 0.0171 0.00
H -4.281697 0.587727 -4.242507 0.0050 0.0299 0.0076 0.00
H -2.493289 0.023286 -2.594519 -0.0013 0.0238 -0.0066 -0.02
N -2.179047 2.383442 3.143821 -0.2461 -0.0628 0.1181 0.02
C -3.391904 2.251565 2.549599 0.0935 -0.0211 -0.0728 0.00
N -3.559833 1.564082 1.448097 0.2378 -0.1855 0.0902 0.05
C -4.883571 1.541738 1.063563 0.0217 0.0539 -0.0303 0.03
C -5.720660 2.283661 1.827054 0.0428 -0.0206 -0.0372 0.00
S -4.838608 3.015243 3.121486 -0.0632 0.0407 0.0475 0.00
C -5.259905 0.661911 -0.050209 -0.0725 -0.0818 0.0252 -0.02
C -6.380720 0.745375 -0.808221 0.0336 -0.0182 -0.0020 0.00
S -6.439776 -0.588005 -1.904886 -0.0715 0.0190 -0.0211 0.00
C -4.921345 -1.139099 -1.270924 0.1876 0.0362 0.0067 0.00
N -4.428222 -0.405195 -0.322960 -0.0801 -0.0149 0.0018 0.03
N -4.235913 -2.189494 -1.825221 -0.1327 -0.0282 0.0394 0.00
H -1.546552 1.585882 2.936190 -0.0175 0.0944 -0.0107 -0.02
H -2.171599 2.688569 4.104193 -0.0369 0.0373 -0.0394 0.00
H -6.791030 2.374168 1.753439 0.0104 0.0084 0.0053 0.00
H -7.159502 1.489481 -0.784926 -0.0030 -0.0183 0.0065 0.00
H -4.771829 -2.889314 -2.311140 0.0072 -0.0062 0.0298 0.00
H -3.494638 -2.551874 -1.239334 0.0220 0.0316 -0.0369 0.00
```
Forces are in eV/Å.

Results
expectation value of S²: 8.754
total energy: -317935.0334 eV
ΔE to the lowest compared entry with this formula, charge and spin: 0.000 eV
spin multiplicity: 6
charge: 0
gap between HOMO and LUMO (alpha / beta): 6.047 / 6.048 eV
lowest unoccupied orbital energy (alpha / beta): -0.0255 / -0.0266 Ha